C16H18N3S2 | ωB97M-V/def2-TZVPD

Results
Electronic energy ... -43018.7343 eV
Net charge ... +1
SMILES string ... Cc1nc(C)c(-c2csc([NH2+]CCc3ccccc3)n2)s1

Last column: Löwdin charge in e.
CARTESIAN COORDINATES (ANGSTROEM)
1 C -5.972 -2.050 0.607  -0.070
2 C -4.689 -1.448 0.199  -0.607
3 N -3.932 -1.889 -0.741  0.091
4 C -2.811 -1.166 -0.929  -0.348
5 C -1.848 -1.573 -1.984  -0.032
6 C -2.687 -0.087 -0.075  -0.429
7 C -1.636 0.880 -0.003  -0.370
8 C -1.556 1.905 0.916  -0.331
9 S -0.153 2.855 0.683  1.113
10 C 0.235 1.804 -0.649  -0.607
11 N 1.435 1.972 -1.448  0.086
12 C 2.432 0.863 -1.235  -0.105
13 C 2.991 0.883 0.182  -0.138
14 C 3.975 -0.255 0.328  -0.250
15 C 3.519 -1.534 0.617  -0.044
16 C 4.411 -2.586 0.725  -0.065
17 C 5.766 -2.367 0.540  -0.069
18 C 6.226 -1.094 0.250  -0.066
19 C 5.333 -0.042 0.141  -0.043
20 N -0.594 0.853 -0.882  0.147
21 S -4.061 -0.016 0.995  1.106
22 H -6.785 -1.336 0.481  0.085
23 H -6.165 -2.928 -0.004  0.090
24 H -5.942 -2.337 1.657  0.085
25 H -1.732 -0.780 -2.720  0.078
26 H -0.872 -1.778 -1.549  0.074
27 H -2.223 -2.467 -2.472  0.085
28 H -2.249 2.136 1.700  0.071
29 H 1.168 1.984 -2.442  0.198
30 H 1.875 2.870 -1.210  0.180
31 H 1.915 -0.079 -1.426  0.138
32 H 3.239 0.983 -1.960  0.146
33 H 2.182 0.759 0.904  0.115
34 H 3.493 1.832 0.377  0.126
35 H 2.463 -1.706 0.772  0.116
36 H 4.049 -3.575 0.957  0.110
37 H 6.462 -3.186 0.627  0.110
38 H 7.281 -0.917 0.110  0.110
39 H 5.699 0.951 -0.079  0.114